Entry 1:
{
  "formula": "C43H31GeN5SeV",
  "method": "ωB97M-V/def2-TZVPD",
  "molar_mass_da": 820.27,
  "spin_multiplicity": 4,
  "total_charge": -2,
  "homo_lumo_gap_ev": [3.809, 6.429],
  "total_energy_ha": -7353.27691,
  "s2": 3.900,
  "e_lumo_ha": [0.1541, 0.1541],
  "largest_force_ev_per_a": 0.86,
  "elements": ["V", "N", "C", "C", "C", "C", "C", "C", "C", "C", "C", "C", "C", "C", "H", "H", "H", "H", "H", "H", "H", "H", "H", "H", "Se", "N", "C", "C", "C", "C", "C", "N", "C", "C", "N", "C", "C", "C", "C", "C", "N", "H", "H", "H", "H", "H", "H", "C", "Ge", "C", "C", "C", "C", "C", "C", "C", "C", "C", "C", "C", "C", "C", "C", "C", "C", "C", "C", "H", "H", "H", "H", "H", "H", "H", "H", "H", "H", "H", "H", "H", "H", "H"],
  "coordinates": [[-0.355, 1.291, -0.180], [2.801, 1.115, -0.429], [3.457, 2.180, -1.023], [4.809, 1.995, -1.353], [5.567, 2.976, -1.960], [4.976, 4.190, -2.272], [3.650, 4.391, -1.924], [2.861, 3.442, -1.262], [1.469, 3.887, -0.904], [1.360, 5.216, -0.464], [0.136, 5.846, -0.331], [-1.009, 5.160, -0.701], [-0.904, 3.828, -1.076], [0.309, 3.106, -1.106], [1.838, 0.932, -0.721], [3.314, 0.248, -0.498], [5.252, 1.029, -1.133], [6.604, 2.779, -2.208], [5.530, 4.968, -2.784], [3.184, 5.332, -2.185], [2.261, 5.761, -0.207], [0.082, 6.860, 0.047], [-1.980, 5.642, -0.665], [-1.825, 3.310, -1.336], [-5.075, 1.536, 5.919], [-5.379, 1.399, 4.121], [-4.157, 1.387, 3.569], [-3.969, 1.273, 2.139], [-5.011, 1.147, 1.237], [-4.727, 1.019, -0.134], [-3.414, 1.025, -0.553], [-2.380, 1.155, 0.289], [-2.638, 1.272, 1.628], [-1.528, 1.380, 2.477], [-0.288, 1.379, 1.874], [0.797, 1.424, 2.676], [0.714, 1.494, 4.046], [-0.549, 1.523, 4.673], [-1.690, 1.468, 3.888], [-3.033, 1.476, 4.429], [-3.256, 1.564, 5.749], [-6.025, 1.140, 1.612], [-5.518, 0.909, -0.863], [-3.147, 0.912, -1.599], [1.753, 1.400, 2.162], [1.625, 1.530, 4.629], [-0.653, 1.582, 5.747], [-0.071, -0.203, -0.977], [0.043, -2.083, -0.946], [1.911, -2.662, -1.277], [2.585, -2.151, -2.389], [3.912, -2.471, -2.637], [4.599, -3.311, -1.768], [3.948, -3.821, -0.654], [2.618, -3.496, -0.415], [-0.535, -2.914, 0.747], [-0.679, -4.294, 0.886], [-1.126, -4.848, 2.078], [-1.449, -4.023, 3.148], [-1.319, -2.647, 3.023], [-0.861, -2.103, 1.830], [-1.054, -3.000, -2.321], [-0.556, -3.970, -3.187], [-1.378, -4.597, -4.117], [-2.722, -4.262, -4.193], [-3.235, -3.295, -3.336], [-2.407, -2.673, -2.414], [2.065, -1.470, -3.055], [4.415, -2.055, -3.502], [5.638, -3.557, -1.955], [4.478, -4.467, 0.037], [2.124, -3.893, 0.467], [-0.452, -4.947, 0.048], [-1.235, -5.923, 2.169], [-1.813, -4.453, 4.075], [-1.583, -1.989, 3.843], [-0.762, -1.028, 1.732], [0.494, -4.242, -3.139], [-0.967, -5.348, -4.782], [-3.366, -4.749, -4.916], [-4.284, -3.025, -3.388], [-2.817, -1.912, -1.756]],
  "lowdin_spin": [1.36, 0.00, 0.00, 0.00, 0.00, 0.00, 0.00, 0.00, 0.00, 0.00, 0.01, 0.00, 0.02, 0.00, 0.00, 0.00, 0.00, 0.00, 0.00, 0.00, 0.00, 0.00, 0.00, 0.01, 0.17, 0.27, 0.04, 0.05, 0.09, 0.07, 0.05, 0.12, 0.12, 0.13, 0.15, 0.08, 0.08, 0.14, 0.05, 0.05, 0.28, 0.01, 0.00, 0.00, 0.00, 0.00, 0.01, -0.27, -0.06, -0.01, 0.00, 0.00, 0.00, 0.00, 0.00, -0.01, 0.00, 0.00, 0.00, 0.00, 0.00, -0.01, 0.00, 0.00, 0.00, 0.00, 0.00, 0.00, 0.00, 0.00, 0.00, 0.00, 0.00, 0.00, 0.00, 0.00, 0.00, 0.00, 0.00, 0.00, 0.00, 0.00]
}

Entry 2:
{
  "formula": "C27H34CoN9O3S3",
  "method": "ωB97M-V/def2-TZVPD",
  "molar_mass_da": 687.76,
  "spin_multiplicity": 2,
  "total_charge": 1,
  "homo_lumo_gap_ev": [3.821, 3.845],
  "total_energy_ha": -4344.92163,
  "s2": 0.758,
  "e_lumo_ha": [-0.1712, -0.1703],
  "largest_force_ev_per_a": 0.88,
  "elements": ["Co", "C", "C", "N", "C", "C", "N", "C", "C", "N", "C", "C", "N", "C", "C", "C", "C", "C", "C", "C", "N", "H", "H", "H", "H", "H", "H", "H", "H", "H", "H", "H", "H", "H", "H", "H", "H", "H", "H", "H", "H", "H", "H", "H", "S", "C", "N", "C", "C", "S", "H", "H", "H", "H", "H", "O", "S", "O", "O", "C", "N", "C", "C", "C", "N", "C", "C", "C", "N", "C", "C", "H", "H", "H", "H", "H", "H"],
  "coordinates": [[0.331, -0.907, 0.619], [4.170, 0.315, 1.726], [2.880, -0.039, 1.068], [1.863, -0.539, 1.667], [1.795, -0.842, 3.090], [0.316, -0.833, 3.485], [-0.561, -1.453, 2.448], [-0.790, -2.907, 2.613], [0.226, -3.724, 1.832], [0.306, -3.234, 0.458], [-0.822, -3.602, -0.421], [-1.745, -2.401, -0.722], [-0.831, -1.282, -0.886], [-0.410, -0.882, -2.028], [-1.043, -1.198, -3.344], [0.896, -0.150, -1.945], [1.620, 0.490, -2.937], [2.888, 0.970, -2.619], [3.409, 0.812, -1.340], [2.619, 0.185, -0.389], [1.415, -0.271, -0.727], [4.521, -0.510, 2.346], [4.039, 1.186, 2.372], [4.942, 0.547, 0.998], [2.336, -0.108, 3.689], [2.257, -1.817, 3.266], [-0.007, 0.201, 3.591], [0.183, -1.328, 4.449], [-1.461, -1.000, 2.546], [-1.790, -3.127, 2.236], [-0.774, -3.186, 3.668], [-0.051, -4.782, 1.885], [1.217, -3.624, 2.278], [1.166, -3.545, 0.019], [-1.409, -4.419, 0.008], [-0.406, -3.953, -1.366], [-2.406, -2.189, 0.119], [-2.362, -2.599, -1.598], [-2.120, -1.039, -3.299], [-0.863, -2.243, -3.613], [-0.640, -0.570, -4.135], [1.213, 0.624, -3.929], [3.473, 1.479, -3.373], [4.394, 1.182, -1.097], [2.780, -3.152, -1.916], [2.244, -3.545, -3.436], [2.533, -2.886, -4.559], [1.858, -3.283, -5.790], [1.425, -4.732, -5.578], [1.215, -4.912, -3.778], [3.102, -2.056, -4.500], [2.539, -3.196, -6.634], [0.996, -2.637, -5.975], [2.185, -5.437, -5.907], [0.486, -4.956, -6.074], [-5.539, 6.099, 4.801], [-5.768, 5.571, 3.472], [-5.901, 4.126, 3.396], [-6.681, 6.320, 2.636], [-4.165, 5.866, 2.679], [-3.719, 7.127, 2.543], [-2.536, 7.284, 1.979], [-1.749, 6.219, 1.544], [-2.292, 4.967, 1.739], [-3.485, 4.793, 2.288], [-1.628, 3.678, 1.398], [-0.328, 3.552, 0.921], [0.194, 2.290, 0.704], [-0.488, 1.160, 0.916], [-1.752, 1.295, 1.343], [-2.352, 2.503, 1.602], [-2.190, 8.307, 1.869], [-0.785, 6.385, 1.084], [0.286, 4.421, 0.728], [1.218, 2.189, 0.360], [-2.323, 0.381, 1.466], [-3.369, 2.573, 1.970]],
  "lowdin_spin": [0.93, 0.00, -0.01, -0.01, 0.00, 0.00, 0.00, 0.00, 0.00, 0.05, 0.00, 0.00, 0.00, 0.00, 0.00, 0.00, 0.00, 0.00, 0.00, 0.00, 0.00, 0.00, 0.00, 0.00, 0.00, 0.00, 0.00, 0.00, 0.00, 0.00, 0.00, 0.00, 0.00, 0.00, 0.00, 0.00, 0.00, 0.00, 0.00, 0.00, 0.00, 0.00, 0.00, 0.00, 0.00, 0.00, 0.00, 0.00, 0.00, 0.00, 0.00, 0.00, 0.00, 0.00, 0.00, 0.00, 0.00, 0.00, 0.00, 0.00, 0.00, 0.00, 0.00, 0.00, 0.00, 0.00, 0.00, 0.00, 0.05, 0.00, 0.00, 0.00, 0.00, 0.00, 0.00, 0.00, 0.00]
}

Entry 3:
{
  "formula": "C20H37Cl24N2O2S3",
  "method": "ωB97M-V/def2-TZVPD",
  "molar_mass_da": 1284.60,
  "total_charge": 1,
  "homo_lumo_gap_ev": 6.814,
  "total_energy_ha": -13283.11949,
  "e_lumo_ha": -0.1655,
  "largest_force_ev_per_a": 0.82,
  "elements": ["C", "C", "S", "C", "C", "C", "N", "N", "C", "S", "C", "O", "O", "C", "S", "H", "H", "H", "H", "H", "H", "H", "H", "H", "H", "H", "H", "H", "C", "Cl", "Cl", "H", "H", "C", "Cl", "Cl", "H", "H", "C", "Cl", "Cl", "H", "H", "C", "Cl", "Cl", "H", "H", "C", "Cl", "Cl", "H", "H", "C", "Cl", "Cl", "H", "H", "C", "Cl", "Cl", "H", "H", "C", "Cl", "Cl", "H", "H", "C", "Cl", "Cl", "H", "H", "C", "Cl", "Cl", "H", "H", "C", "Cl", "Cl", "H", "H", "C", "Cl", "Cl", "H", "H"],
  "coordinates": [[-0.702, -3.384, 0.809], [-2.037, -3.873, 1.380], [-3.100, -4.811, 0.276], [-3.335, -3.659, -1.099], [-2.363, -3.789, -2.237], [-1.667, -2.656, -2.651], [-0.778, -2.723, -3.617], [-0.488, -3.808, -4.307], [-1.158, -4.882, -3.991], [-0.782, -6.331, -5.020], [0.299, -5.687, -6.241], [-0.065, -7.251, -4.191], [-2.013, -6.724, -5.637], [-2.112, -4.957, -2.949], [-2.966, -6.473, -2.665], [-0.780, -3.084, -0.233], [-0.400, -2.488, 1.352], [0.057, -4.151, 0.923], [-2.574, -3.031, 1.819], [-1.837, -4.590, 2.182], [-4.356, -3.722, -1.479], [-3.237, -2.660, -0.666], [-1.811, -1.690, -2.183], [-0.243, -1.888, -3.884], [-0.263, -5.013, -6.883], [1.081, -5.112, -5.752], [0.693, -6.551, -6.769], [-2.367, -6.693, -1.491], [-0.229, 0.640, -6.056], [0.587, -0.031, -4.617], [-1.392, 1.887, -5.631], [0.536, 1.069, -6.691], [-0.747, -0.165, -6.562], [-0.627, 3.134, -1.693], [-0.874, 3.571, 0.000], [-0.605, 1.383, -1.935], [-1.421, 3.567, -2.289], [0.339, 3.514, -2.002], [0.403, 4.484, 3.242], [-1.205, 3.802, 3.554], [1.683, 3.596, 4.080], [0.595, 4.424, 2.179], [0.420, 5.518, 3.569], [-2.089, -5.296, 5.390], [-1.332, -3.730, 5.054], [-2.541, -6.154, 3.905], [-1.370, -5.905, 5.933], [-2.987, -5.128, 5.971], [2.497, -5.441, 2.238], [1.120, -6.540, 2.422], [2.527, -4.206, 3.498], [3.410, -6.021, 2.300], [2.419, -4.949, 1.276], [1.420, -6.393, 7.718], [-0.057, -7.282, 7.295], [2.167, -5.685, 6.285], [1.156, -5.596, 8.402], [2.111, -7.087, 8.182], [1.923, 1.315, 0.795], [2.375, -0.054, -0.236], [3.072, 2.653, 0.689], [0.951, 1.670, 0.479], [1.894, 0.975, 1.824], [1.969, 5.049, -4.756], [1.742, 5.572, -3.085], [1.878, 3.286, -4.942], [1.197, 5.495, -5.370], [2.953, 5.366, -5.078], [0.404, 7.518, 0.445], [1.563, 6.177, 0.396], [-0.954, 7.197, 1.534], [0.928, 8.404, 0.787], [0.010, 7.665, -0.553], [-2.807, 0.786, 1.834], [-2.653, -0.490, 3.038], [-3.080, 0.157, 0.193], [-3.654, 1.409, 2.093], [-1.893, 1.365, 1.820], [2.325, 11.669, -0.596], [2.355, 10.320, 0.551], [1.890, 11.141, -2.225], [1.589, 12.387, -0.258], [3.313, 12.109, -0.627], [2.860, 7.440, 4.401], [3.881, 7.826, 3.015], [1.140, 7.697, 4.044], [2.999, 6.396, 4.658], [3.135, 8.085, 5.226]],
  "lowdin_charge": [-0.11, -0.56, 0.89, -0.42, -0.23, 0.03, 0.07, 0.13, -0.28, 0.61, -0.14, -0.28, -0.30, -0.46, 0.91, 0.04, 0.07, 0.04, 0.03, -0.03, 0.10, 0.05, 0.14, 0.04, 0.08, 0.07, 0.09, -0.10, -0.97, 0.53, 0.53, 0.02, 0.03, -0.97, 0.56, 0.47, 0.04, -0.03, -1.08, 0.51, 0.52, -0.08, -0.09, -0.99, 0.51, 0.55, -0.08, 0.03, -1.01, 0.51, 0.49, 0.03, 0.01, -0.98, 0.56, 0.49, 0.03, 0.03, -1.04, 0.49, 0.52, -0.06, 0.02, -0.98, 0.54, 0.51, 0.03, 0.03, -0.99, 0.50, 0.52, -0.08, 0.03, -1.01, 0.55, 0.50, 0.03, -0.03, -1.00, 0.55, 0.51, 0.03, 0.03, -0.97, 0.51, 0.55, 0.01, 0.03]
}